Entry 1:
{"formula": "C6H19O7Zn", "method": "ωB97M-V/def2-TZVPD", "elements": ["Zn", "O", "H", "C", "C", "O", "O", "H", "H", "H", "H", "H", "H", "C", "C", "O", "O", "H", "H", "H", "H", "H", "H", "C", "C", "O", "O", "H", "H", "H", "H", "H", "H"], "xyz": [[10.28261, 27.13784, 10.94816], [11.11169, 28.48348, 14.26343], [10.70586, 28.99790, 14.98814], [12.18078, 25.41114, 6.82460], [13.32825, 26.43654, 7.21438], [13.16785, 26.84178, 8.58769], [10.91347, 25.92577, 7.36285], [12.29356, 24.43745, 7.30135], [12.07260, 25.27872, 5.74810], [13.20517, 27.30921, 6.57298], [14.31688, 26.00402, 7.06070], [13.81727, 27.51983, 8.78794], [10.20861, 25.74209, 6.73753], [10.22072, 22.17021, 15.18533], [9.11510, 22.93915, 14.37858], [9.53421, 23.02902, 13.03588], [10.47511, 20.88811, 14.69933], [10.02282, 22.32904, 16.24537], [11.14865, 22.73820, 15.11876], [8.87157, 23.91954, 14.78801], [8.23083, 22.30881, 14.47259], [9.63958, 22.19035, 12.58077], [10.70094, 20.21420, 15.34465], [6.48461, 29.84691, 11.51054], [7.07796, 30.61282, 10.34770], [8.52545, 30.38407, 10.18680], [6.55039, 28.55737, 10.87951], [5.44477, 30.13482, 11.66532], [6.94783, 29.77687, 12.49472], [7.05958, 31.64239, 10.70510], [6.53429, 30.60982, 9.40297], [8.87198, 30.95720, 9.49903], [5.68303, 28.39166, 10.50290]], "atomic_forces_ev_per_a": [[0.078, 0.540, 0.568], [0.161, -0.437, -0.722], [-0.303, -0.024, -0.296], [-0.347, 0.978, 1.423], [-1.417, -0.511, -0.201], [-0.313, -0.469, -0.152], [0.678, 0.146, -0.160], [0.510, 0.005, -0.094], [0.413, 0.158, 0.016], [0.076, 0.047, -0.087], [-0.070, -0.172, -0.080], [0.149, -0.001, -0.121], [0.060, -0.056, -0.098], [0.329, 2.385, 0.560], [1.078, -2.717, 0.415], [-0.136, 1.431, -0.756], [-0.710, -0.482, -0.681], [-0.560, -0.987, 0.327], [0.227, 0.300, -0.525], [0.443, 0.019, -0.169], [-0.388, 0.092, -0.151], [-0.142, -0.334, 0.602], [-0.126, 0.401, 0.325], [-0.027, -1.371, -2.493], [1.963, 3.602, 1.845], [-1.030, -1.163, 0.309], [-0.604, -1.840, 1.057], [0.006, 0.237, -0.016], [0.569, 0.494, -0.387], [-0.240, 0.662, -0.370], [-0.110, -0.772, 0.227], [-0.244, 0.146, -0.057], [0.027, -0.306, -0.057]], "mulliken_charge": [1.022, -0.385, 0.325, -0.425, -0.363, -0.516, -0.513, 0.254, 0.362, 0.292, 0.319, 0.307, 0.300, -0.375, -0.377, -0.542, -0.518, 0.366, 0.247, 0.319, 0.258, 0.318, 0.302, -0.498, -0.225, -0.529, -0.505, 0.311, 0.253, 0.317, 0.288, 0.311, 0.301], "charge": 1, "homo_energy_ev": -11.98, "e_above_lowest_kj_mol": 977.0, "homo_lumo_gap_ev": 3.009}

***

Entry 2:
{"formula": "C2H4FNO", "method": "ωB97M-V/def2-TZVPD", "elements": ["O", "N", "C", "C", "H", "H", "H", "F", "H"], "xyz": [[1.83327, 1.99221, -0.09100], [1.49968, 0.83074, 0.05758], [1.29533, -0.13948, 0.86565], [0.92786, -0.29833, -0.55428], [1.00770, -0.37325, 1.83411], [1.75903, -0.86808, -1.21872], [-0.06334, -0.33282, -1.08199], [-2.76442, 1.10661, -0.01781], [-2.73318, 0.67235, -0.84405]], "atomic_forces_ev_per_a": [[0.252, 0.859, -0.495], [-0.136, 0.369, 2.360], [-0.444, 0.808, -1.649], [1.819, -3.288, -4.042], [-0.030, -0.180, 1.581], [-2.123, 0.929, 1.218], [0.664, 0.510, 1.032], [0.065, -0.317, -0.508], [-0.066, 0.311, 0.503]], "mulliken_charge": [-0.650, 0.425, -0.194, -0.187, 0.317, 0.162, 0.126, -0.393, 0.394], "smiles": "[O-][N+]1=CC1.F", "homo_energy_ev": -9.11, "e_above_lowest_kj_mol": 519.3, "homo_lumo_gap_ev": 9.713}

***

Entry 3:
{"formula": "C20H42CeNP3S", "method": "ωB97M-V/def2-TZVPD", "elements": ["Ce", "P", "P", "P", "H", "C", "C", "H", "C", "C", "C", "C", "C", "C", "C", "C", "C", "H", "H", "H", "H", "H", "H", "H", "H", "H", "H", "H", "H", "H", "H", "H", "H", "H", "H", "H", "H", "H", "H", "H", "H", "H", "H", "H", "H", "H", "C", "C", "C", "C", "C", "C", "S", "H", "H", "H", "H", "H", "H", "C", "C", "C", "N", "H", "H", "H", "H", "H"], "xyz": [[0.42886, -1.03594, 0.42676], [-0.44592, 1.54766, 1.80789], [-2.50859, -0.72564, 0.13553], [2.65675, 1.06284, 0.46623], [0.79914, -2.28338, -6.03990], [1.76868, -2.47099, -5.54955], [1.99495, -3.31300, -4.53704], [1.27828, -4.03597, -4.13711], [-1.02104, 3.01189, 0.86204], [-1.93406, 1.31660, 2.86257], [0.56162, 2.42012, 3.07639], [-2.68090, -2.10232, -1.05834], [-4.00691, -1.05203, 1.14762], [-3.08933, 0.67468, -0.90370], [3.92706, 0.52740, -0.74241], [3.77611, 1.38817, 1.89205], [2.40808, 2.78189, -0.15705], [2.62666, -1.94066, -5.99152], [3.03839, -3.38111, -4.20696], [-1.36653, 3.78430, 1.56401], [-1.83664, 2.73430, 0.18866], [-0.19558, 3.40973, 0.26161], [-2.13244, 2.28050, 3.35517], [-1.74183, 0.54402, 3.61872], [-2.81815, 1.02845, 2.28222], [-0.09943, 3.12494, 3.60269], [1.39592, 2.98123, 2.64120], [0.96239, 1.70206, 3.80377], [-3.74865, -2.34078, -1.14450], [-2.14201, -2.97731, -0.67644], [-2.27246, -1.86474, -2.04782], [-4.87317, -0.52250, 0.72381], [-3.87493, -0.75118, 2.19395], [-4.20878, -2.13209, 1.12789], [-3.95642, 0.37263, -1.51428], [-2.26783, 0.97549, -1.56946], [-3.37231, 1.52903, -0.27022], [4.63206, 1.35591, -0.89864], [3.44794, 0.25042, -1.68624], [4.47749, -0.35044, -0.37811], [4.63346, 1.99774, 1.55965], [4.14701, 0.41956, 2.25429], [3.27106, 1.89771, 2.72471], [3.35889, 3.17470, -0.54560], [2.05407, 3.45073, 0.63593], [1.67002, 2.77297, -0.97066], [0.53336, -1.34283, -3.12328], [0.78616, -0.08999, -3.73252], [-0.16820, 0.44351, -4.58687], [-1.29595, -0.32827, -4.91635], [-1.48311, -1.61338, -4.38733], [-0.52689, -2.17085, -3.56262], [1.64890, -1.96128, -2.00423], [0.33058, 0.14774, -1.12585], [1.71056, 0.43267, -3.47645], [-0.04497, 1.44055, -5.00942], [-2.02517, 0.06945, -5.61975], [-2.36726, -2.21266, -4.66464], [-0.52208, -3.22528, -3.25593], [-0.64082, -1.30115, 6.24647], [0.64661, -1.12960, 5.41030], [0.54700, -1.07986, 3.97833], [0.60211, -1.12521, 2.80987], [-1.33311, -0.46530, 6.12332], [-0.38129, -1.34744, 7.31049], [-1.18264, -2.21929, 6.00957], [1.12610, -0.19381, 5.73655], [1.31915, -1.96533, 5.65053]], "atomic_forces_ev_per_a": [[0.685, 0.719, -1.544], [-0.702, 0.939, 0.289], [-1.077, 0.197, -0.837], [1.096, 0.615, -0.317], [0.460, -0.383, 0.260], [0.183, -0.245, -0.302], [0.841, -0.217, -1.133], [0.217, 0.393, -0.058], [0.221, -0.124, -0.334], [-0.015, -0.198, 0.015], [0.311, -0.236, 0.073], [0.187, -0.263, -0.062], [0.133, -0.268, 0.662], [0.342, 0.233, -0.042], [-0.040, -0.323, -0.168], [-0.211, -0.315, 0.348], [-0.524, -0.088, -0.100], [-0.525, -0.046, 0.301], [-0.529, -0.321, 0.049], [0.091, -0.235, -0.203], [0.210, 0.179, 0.144], [-0.278, 0.003, 0.113], [-0.037, -0.397, -0.078], [-0.185, 0.208, -0.088], [0.257, 0.164, 0.175], [0.243, -0.212, -0.187], [-0.245, -0.158, 0.111], [-0.026, 0.242, -0.110], [0.298, -0.078, -0.132], [-0.245, -0.155, -0.127], [-0.162, 0.107, 0.327], [0.348, -0.139, 0.051], [-0.162, -0.104, -0.291], [0.033, 0.305, 0.096], [0.278, 0.022, 0.339], [-0.274, 0.063, 0.118], [0.010, -0.328, -0.289], [-0.160, -0.290, 0.065], [0.211, 0.108, 0.132], [-0.139, 0.190, -0.082], [-0.382, -0.241, 0.051], [0.043, 0.286, -0.004], [0.198, -0.176, -0.315], [-0.254, -0.204, 0.203], [0.072, -0.147, -0.219], [0.212, 0.111, 0.159], [-0.686, 0.522, -0.783], [0.461, -1.601, 1.973], [-1.968, -0.007, -1.541], [-0.228, 0.237, -0.328], [-1.676, 1.145, -2.254], [2.448, 0.195, 1.646], [0.470, -0.197, 2.662], [-0.026, 0.171, 0.624], [-0.290, -0.150, -0.218], [-0.070, -0.216, 0.068], [0.113, -0.062, 0.253], [0.422, 0.497, 0.080], [-0.232, 0.574, -0.127], [-0.573, -0.054, -0.064], [-0.055, 0.178, 1.230], [0.336, -0.613, -2.114], [-0.175, 0.127, 2.729], [0.154, -0.012, -0.058], [0.151, 0.042, -0.352], [0.186, 0.050, -0.079], [0.139, -0.230, -0.191], [0.093, 0.207, -0.216]], "lowdin_spin": [-0.004, 0.000, 0.001, 0.000, 0.002, 0.022, 0.002, 0.000, 0.000, 0.000, 0.000, 0.018, 0.001, 0.000, 0.000, 0.000, 0.000, 0.003, 0.000, 0.000, 0.000, 0.000, 0.000, 0.000, 0.000, 0.000, 0.000, 0.000, 0.000, 0.000, 0.010, 0.000, 0.000, 0.000, 0.000, 0.000, 0.000, 0.000, 0.000, 0.000, 0.000, 0.000, 0.000, 0.000, 0.000, 0.000, -0.003, 0.232, 0.224, 0.017, 0.232, 0.231, -0.015, 0.002, 0.008, 0.008, -0.003, 0.007, 0.005, 0.000, 0.000, 0.000, 0.000, 0.000, 0.000, 0.000, 0.000, 0.000], "charge": 3, "multiplicity": 2, "homo_energy_ev": [-16.66, -16.57], "e_above_lowest_kj_mol": 109.0, "homo_lumo_gap_ev": [5.924, 3.847]}